# 1
Below is a gas-phase ion, C41H42F6N3O2 (charge +1) in a non-equilibrium geometry, with properties calculated with ωB97M-V with the def2-TZVPD basis set.

```
94
Properties=species:S:1:pos:R:3:forces:R:3
F -4.49866 1.12297 5.51300 0.9352 0.5505 -0.6245
F -3.49474 3.09264 5.47286 -0.2944 -1.3082 -0.5294
F -4.07975 2.13008 3.58676 0.2671 -0.3830 1.1125
F -2.82237 -5.22179 -0.36053 0.1684 -1.0712 -0.5121
F -2.13908 -7.21614 0.26914 -0.4329 0.6643 -1.1515
F -3.34733 -7.00054 -1.56556 1.0301 0.5300 0.4743
O -0.34236 4.22026 -2.41910 -0.3903 -1.2582 -0.7856
O -1.86818 2.60207 -2.06886 0.5570 0.3626 -0.9635
N 1.03957 2.39964 -3.88982 1.1761 -0.7864 0.5688
N -0.15293 -5.44128 -0.74395 -0.2411 -0.1077 -1.3635
N -1.34131 2.08474 3.95373 -0.1685 -0.9706 0.1399
C -0.35560 3.12491 5.91188 0.0933 0.0390 -0.2106
C 4.24710 1.00135 -2.56135 0.1800 -0.0340 0.2042
C -0.79022 3.20417 4.58076 0.2361 1.5606 0.6662
C -0.39631 2.33688 -3.93332 -0.3232 0.8442 0.5871
C 0.03112 -1.22915 -1.19544 0.2699 0.2292 -0.4085
C 1.12424 -7.38380 -0.08205 0.1605 0.3087 0.3626
C -1.79746 0.76669 1.96731 0.1147 0.0815 -0.4213
C 3.78046 0.84186 -1.12620 -0.1542 0.1502 -0.6874
C 0.01664 -4.08419 -0.95311 -0.0439 0.7490 0.3649
C -0.00665 5.52061 5.95004 0.0243 -0.4184 0.2880
C 1.25231 0.88566 -1.92104 3.7301 1.3086 -2.6264
C 1.63261 -8.22685 0.90795 -0.2404 0.3564 -0.0215
C -2.35291 -6.42445 -0.83774 -1.1684 0.0274 1.5620
C -0.03075 2.40790 1.91385 0.0673 0.1168 -0.1017
C 0.89154 -6.67395 2.61123 -0.1574 0.2471 -0.3389
C -0.38213 -2.05164 -2.25369 0.2653 0.5388 0.4036
C 0.00600 4.27553 6.60614 0.0565 0.4739 -0.4689
C -0.79538 3.04830 -5.24199 -0.2141 -0.7312 -0.0875
C 0.01714 0.35762 -1.34943 -5.4809 -0.9510 3.0511
C -2.45315 3.49746 -1.11524 -0.3223 -0.0127 0.3469
C -0.84728 3.15782 -2.74373 -0.5277 1.0786 1.3904
C 0.34362 4.01135 -5.51116 0.0594 0.4497 0.2614
C 3.27002 1.91069 -3.30663 1.1540 -0.2710 0.3713
C -0.79957 4.45736 3.93182 -0.0805 -0.4237 0.3505
C -3.57943 1.86998 4.84189 -1.3630 1.3902 -0.0700
C 0.28126 2.03905 0.60440 -0.2591 -0.3308 0.1846
C -2.21987 1.23778 4.76085 0.4149 0.2948 -0.2615
C -1.44843 0.37580 0.67732 0.0640 0.2242 0.3201
C -1.06584 -6.21287 -1.58720 0.3218 0.0003 0.1716
C 1.50760 -7.87098 2.25624 0.2392 -0.1762 -0.0170
C 0.47677 -1.87151 -0.03043 0.3775 -0.2234 -0.0686
C 2.36468 0.25641 -1.09287 1.5362 -1.3251 0.3601
C 0.56659 -3.26045 0.05525 -0.2628 0.5852 -0.3171
C 1.56543 3.38293 -4.84024 0.6602 0.3941 -0.8317
C -0.38500 0.98313 -0.00700 -0.0964 -0.2803 0.4601
C -0.40200 -3.43604 -2.12956 -0.0892 -0.3392 -0.2904
C -1.05965 1.77004 2.63957 -0.0419 -0.3924 -0.8498
C 1.79949 1.77020 -2.94458 -1.8660 1.2163 -1.3622
C 0.48457 -6.18289 0.26754 0.2471 -0.8357 1.2154
C -0.39904 5.59993 4.61268 0.1621 0.0471 0.0243
C 0.34254 -5.84663 1.62515 0.2609 -0.3758 -0.2371
H 2.20762 2.91662 -5.60427 -0.2061 -0.1196 0.3215
H -0.94580 0.47629 -1.91608 0.8111 0.1883 -0.0719
H -1.68739 3.92968 -0.46673 -0.1789 -0.1334 -0.0955
H 0.43895 0.57963 -2.74538 2.0727 -1.5878 -0.6327
H -2.65835 0.28756 2.43277 0.3029 0.1764 -0.1991
H 0.30456 4.20373 7.65363 -0.0406 0.0523 -0.3576
H 2.12419 0.33960 -0.02373 -0.6356 -0.3267 -0.4717
H -2.31127 0.24517 4.32068 0.1069 0.0621 0.3094
H 2.12064 -9.15486 0.61267 -0.1216 0.2091 0.1664
H 0.81267 -6.36254 3.65400 -0.0224 -0.2580 -0.2663
H -0.70455 -1.59546 -3.19637 0.0631 -0.2114 0.2355
H 0.14097 4.98093 -5.05795 -0.0322 -0.0450 0.0187
H 3.59592 2.94766 -3.15057 -0.4385 -0.0128 0.2232
H -1.83761 1.19329 5.78232 -0.1524 -0.3379 -0.2319
H -0.22048 -4.95710 1.89895 0.1071 -0.2711 0.0131
H 0.51258 4.17532 -6.57443 -0.0308 -0.0686 0.0514
H -0.39927 6.56223 4.08652 -0.0234 -0.4045 0.3070
H -2.96823 4.28264 -1.67323 -0.0059 -0.0112 0.2609
H -3.14745 2.87618 -0.55584 -0.0263 0.1924 0.0712
H -1.99294 -0.45325 0.20980 0.1677 0.3896 0.1958
H -1.13880 4.51657 2.89708 -0.0065 0.0701 0.3646
H -0.84703 2.28435 -6.02293 -0.0649 0.0966 0.0280
H 4.28556 0.02846 -3.07028 -0.0012 0.1009 0.2199
H 0.78202 -1.29975 0.85480 -0.0208 -0.1335 -0.5146
H 1.07483 2.57894 0.08088 -0.1489 -0.1733 0.1287
H -0.29821 2.15054 6.40499 -0.0266 0.4291 -0.0812
H 3.48131 1.74797 -4.37982 -0.8266 0.0652 0.3424
H 2.45608 -0.81248 -1.35292 -0.1147 0.3989 0.2789
H 0.29922 6.41637 6.48963 -0.1227 -0.2148 -0.1513
H 1.21004 -7.64487 -1.13832 0.1160 -0.0135 0.3479
H -1.30239 -5.69611 -2.51203 0.0910 -0.2629 0.0076
H -0.80843 1.32331 -3.87030 0.2052 -0.0282 -0.0943
H 2.17942 4.15475 -4.35364 -0.2680 -0.3523 0.0955
H 1.89813 -8.53586 3.03345 -0.1262 0.2860 -0.3246
H 3.79486 1.81965 -0.63101 0.0639 -0.0638 0.0319
H 5.26603 1.42618 -2.59474 -0.4672 -0.1386 -0.1367
H 1.04559 -3.69678 0.91870 -0.2080 0.0879 0.0003
H 0.54824 3.21457 2.35855 -0.1722 -0.3273 -0.0334
H 4.45025 0.16447 -0.58030 -0.2728 0.2169 0.0038
H -0.64558 -7.20490 -1.77291 -0.1861 0.2745 -0.3117
H -0.72284 -4.03280 -2.98779 0.0329 0.4272 0.3314
H -1.78097 3.51543 -5.16341 0.1970 -0.0407 -0.0143
```
Positions in Å, forces in eV/Å.

For the molar mass, the calculation gives 722.8 g/mol. The relative energy (zero: lowest compared OMol25 entry of this formula, charge and spin) is 60.6 kcal per mole. As for the spin multiplicity: 1. The HOMO energy is -9.76 eV. As for the total charge: +1. Its max |F| is 0.1234 hartree/bohr. As for the orbital gap: 7.061 eV.

These are the Löwdin partial charges, in e, on atoms 1 to 4:
1 F 0.133
2 F 0.122
3 F 0.112
4 F 0.114

---

# 2
Below is a molecular structure, C41H42KN5O2S5Si, with properties calculated with ωB97M-V with the def2-TZVPD basis set.

```
97
Properties=species:S:1:pos:R:3:forces:R:3
K 0.14926 1.19604 0.70718 0.5189 -0.2457 -0.2537
S 3.44061 3.56605 -2.18675 -0.0002 0.0753 0.0320
S 0.63815 1.44640 -3.36647 -0.0548 -0.0181 -0.0074
S 3.14008 -0.69801 -2.37826 0.0123 -0.0571 -0.0028
S 4.43018 1.08718 0.22580 -0.0653 -0.0128 0.0328
S 2.23782 2.90945 2.35453 -0.0727 -0.1155 0.0480
Si -0.54904 -2.50989 -2.45707 -0.0598 0.1870 -0.0337
O -2.76394 0.46845 -0.02902 0.0960 -0.1638 0.0039
O -1.10403 4.63225 -0.80923 0.1227 0.0812 -0.0777
N 1.52640 -0.10080 2.43035 0.0077 -0.2043 0.3889
N 1.30080 2.38017 4.76244 0.0879 0.0877 0.1417
N 0.60813 1.48490 5.62294 0.2188 -0.0852 0.0794
N -1.60181 2.36919 -0.64268 -0.5636 0.6148 -0.3668
N 0.81880 0.70307 3.21458 0.4432 -0.0300 0.3009
C 1.61317 -3.83846 -3.78565 -0.0158 0.0099 -0.0782
C -0.87234 -2.94017 2.53300 -0.0849 -0.0469 0.0456
C 2.56716 -0.36659 -4.05684 -0.0457 0.0335 -0.0795
C 0.87812 -1.29321 2.20115 0.1844 -0.0237 0.0017
C -4.64494 4.82287 1.91517 0.0077 0.0247 0.0027
C 4.74735 0.12962 -2.41781 -0.0065 0.0741 0.0058
C -1.53101 2.11504 4.72940 0.0438 -0.0018 0.0147
C -1.77004 3.70518 -0.37952 -0.2612 -0.0774 -0.0529
C -5.17673 3.55280 2.11861 -0.0567 -0.0151 -0.0248
C 0.02984 -4.89833 -5.80295 -0.0330 0.0076 0.0182
C -1.91918 -3.39571 -1.56995 0.0608 -0.0171 -0.0502
C -2.26741 -4.72057 -1.85236 -0.0131 -0.0014 0.0224
C -2.90828 2.06987 4.81822 -0.0788 0.1000 -0.1017
C 2.14200 1.07849 -4.30885 0.1035 -0.0389 0.0719
C -3.29349 -5.34732 -1.16167 0.0195 0.0005 -0.0104
C 0.23911 -3.57568 -3.77691 -0.0416 -0.0755 0.1064
C -2.96712 3.89233 0.52979 0.0099 0.0982 -0.0155
C 1.65593 3.60507 -1.84991 -0.1243 -0.0846 0.1105
C 2.18694 -4.60890 -4.78722 -0.0262 -0.0048 -0.0119
C -3.52163 5.01159 1.11184 0.0064 -0.0341 0.0091
C 4.04613 3.77873 -0.49208 -0.0618 -0.0248 0.0881
C -3.65216 -3.34017 0.11146 -0.0082 -0.0051 0.0226
C -2.77437 0.78239 6.82358 -0.1063 -0.0289 0.0138
C -2.60618 1.68298 -0.03038 -0.0940 0.1262 -0.0173
C -0.73666 1.48626 5.70769 -0.2082 -0.0832 0.0201
C 5.34224 0.13222 -1.01527 0.0407 -0.0956 -0.0149
C -4.60176 2.43035 1.52512 -0.0019 0.0712 -0.0167
C -0.26807 -3.81755 1.63939 -0.0075 -0.0060 -0.0277
C -3.98836 -4.65462 -0.17952 -0.0615 -0.0233 0.0466
C -1.39618 0.81426 6.75757 0.0730 0.0399 -0.0091
C -3.55626 1.41143 5.85867 0.0326 -0.0501 0.0463
C 0.79428 3.21718 -3.03767 0.0103 0.0753 -0.1244
C 5.09186 2.75467 -0.07625 0.0602 0.0049 0.0247
C -0.32726 -1.70254 2.81856 -0.0340 0.1106 0.0253
C -2.62676 -2.71193 -0.57647 -0.0617 -0.0941 -0.0159
C -3.49550 2.63747 0.73054 -0.0739 -0.0821 -0.0088
C 1.44532 1.90669 3.55261 -0.0521 -0.0661 -0.2243
C 0.91111 -3.41669 1.01326 -0.0049 -0.0510 -0.0264
C 1.39681 -5.14292 -5.79547 0.0650 -0.0401 -0.0471
C 1.47164 -2.18643 1.28305 0.0678 0.0589 -0.0088
C -0.53913 -4.11887 -4.80811 0.0765 0.0014 0.0016
H 5.53561 3.09577 0.86089 -0.0185 -0.0198 0.0150
H 3.18430 3.67411 0.16680 0.0005 0.0393 0.0263
H 1.96797 1.22034 -5.37908 -0.0443 0.0000 0.0020
H 1.45781 2.92692 -1.01901 0.0738 0.0437 -0.0480
H 1.13323 1.19567 6.43369 -0.0790 0.1245 -0.0963
H 5.89309 2.67506 -0.81506 0.0039 0.0229 -0.0238
H 5.36119 -0.88855 -0.62449 0.0057 -0.0184 -0.0017
H 1.38888 -4.07225 0.29435 0.0379 -0.0491 -0.0501
H -3.24757 0.24583 7.63965 -0.0176 0.0044 0.0122
H 2.38570 -1.86794 0.79509 0.0385 0.0057 -0.0128
H -3.54385 -6.37837 -1.38290 -0.0055 -0.0078 -0.0014
H 1.10094 3.73592 -3.95115 0.0137 -0.0313 0.0169
H 0.44806 -1.89988 -1.55081 0.0109 -0.0562 -0.0645
H -0.72221 -4.77188 1.40597 -0.0208 -0.0462 -0.0032
H -3.49050 2.55649 4.04194 0.0353 -0.0241 0.0756
H -1.03779 2.61905 3.90960 -0.0413 0.0240 0.0336
H 4.44042 4.78797 -0.35413 0.0290 -0.0183 -0.1016
H -5.10483 5.67360 2.40274 -0.0124 0.0130 0.0190
H 1.36960 4.60293 -1.52052 0.0331 0.0241 -0.0152
H -1.71905 -5.27610 -2.60380 0.0141 -0.0067 -0.0255
H -0.22234 3.53393 -2.80582 0.0020 -0.0135 0.0336
H 1.71605 -1.03377 -4.20958 -0.0229 -0.0274 -0.0048
H -0.79665 -1.02769 3.52120 -0.0129 -0.0072 0.0215
H 1.84500 -5.74578 -6.57646 0.0004 -0.0022 0.0013
H 2.24596 -3.42685 -3.00979 0.0189 0.0400 0.0678
H -0.80250 0.30182 7.50752 0.0106 -0.0005 0.0236
H -4.78942 -5.14338 0.36278 0.0016 -0.0011 0.0112
H -0.59405 -5.31068 -6.58738 0.0160 0.0002 -0.0078
H 2.93159 1.76099 -3.99765 -0.0262 -0.0138 -0.0192
H 3.25422 -4.79266 -4.77434 0.0139 -0.0138 -0.0136
H -4.98587 1.43406 1.69440 -0.0241 -0.0487 0.0036
H -4.63688 1.37383 5.90617 -0.0302 0.0008 0.0088
H -1.80018 -3.22881 3.01598 -0.0207 -0.0039 0.0130
H -1.60529 -3.92274 -4.83430 -0.0150 0.0107 0.0137
H 3.33130 -0.67143 -4.77879 0.0273 0.0277 0.0465
H -4.17784 -2.79688 0.88611 -0.0154 0.0066 0.0071
H 4.61738 1.15804 -2.75963 -0.0245 -0.0306 0.0029
H -3.08395 5.98896 0.95948 0.0023 0.0365 -0.0056
H 5.40949 -0.40096 -3.10847 0.0208 -0.0119 -0.0149
H -6.04008 3.43662 2.76272 -0.0067 0.0028 0.0132
H 6.38073 0.46985 -1.05547 0.0070 0.0295 0.0063
H -2.38728 -1.68643 -0.33454 0.0316 0.1174 0.0182
```
Positions in Å, forces in eV/Å.

For the molar mass, the calculation gives 864.3 g/mol. The relative energy (zero: lowest compared OMol25 entry of this formula, charge and spin) is 45.1 kcal per mole. As for the spin multiplicity: 1. The HOMO energy (alpha / beta) is -1.49 / -0.43 eV. As for the total charge: -2. Its max |F| is 0.0177 hartree/bohr. As for the orbital gap (alpha / beta): 5.169 / 3.772 eV.

These are the Löwdin partial charges, in e, on atoms 1 to 4:
1 K 0.648
2 S 0.856
3 S 0.849
4 S 0.826

---

Question: Which of these has the highest max |F|?
Answer: C41H42F6N3O2

---

Question: Which formula does entry 1 have?
Answer: C41H42F6N3O2

---

Question: Among the records above, which one has the highest relative energy (zero: lowest compared OMol25 entry of this formula, charge and spin)?
Answer: C41H42F6N3O2